Entry 1:
The following is a quantum chemistry calculation of a structure of composition C23H58Br2N7O13 at a distorted geometry, from OMol25.

Properties
**Net charge**: +3
**HOMO energy**: -14.02 eV
**LUMO energy**: -12.61 eV
**HOMO-LUMO gap**: 1.41 eV

XYZ file:
```
103
Properties=species:S:1:pos:R:3:forces:R:3
O 1.887 -3.524 -3.380 4.22 -1.80 1.05
O -0.252 0.749 -1.292 -0.74 -0.21 0.46
C 4.309 -1.944 -2.602 1.75 0.28 -1.66
O 0.549 -4.454 -2.096 -1.40 -1.83 1.36
H -1.767 -1.469 6.334 -0.37 -0.29 0.06
H 2.767 -3.851 -2.709 -4.02 1.74 -2.48
O 5.410 -1.981 0.825 -3.03 1.73 -4.75
H 3.220 3.471 4.343 -0.29 0.12 -0.73
H 0.120 -5.295 -1.977 -1.05 -0.77 0.93
H 1.665 0.829 0.311 -0.26 -0.46 -0.36
C 1.902 6.205 -3.840 -1.19 -1.86 -0.21
H -4.629 -5.337 4.289 0.09 0.06 0.35
C -0.908 -1.112 8.180 1.23 -0.47 0.30
H 0.100 0.542 4.723 -0.26 -0.52 0.24
O 1.437 2.195 3.184 -2.29 0.19 0.29
H 3.672 -0.024 -2.407 -0.12 0.08 -0.50
H -5.535 1.253 -1.769 -1.22 -0.40 -0.01
H 2.879 -1.000 -3.724 -0.26 0.07 0.04
C 0.251 -1.328 5.828 1.10 -1.22 1.96
N -4.888 1.376 -4.207 -1.02 1.30 -0.60
H -4.432 0.821 -4.946 0.19 0.10 0.20
H -3.980 -4.544 2.060 0.69 0.22 -0.16
H 4.886 -2.026 -0.288 1.78 -0.18 4.33
N -0.220 -1.516 -1.135 0.38 -0.81 1.39
C 3.368 3.818 3.301 1.85 0.33 0.13
H -4.814 -3.456 0.370 0.09 0.25 -0.27
H -3.479 -4.525 5.457 -0.09 -0.47 0.26
H 0.450 2.419 -2.388 -0.08 0.33 0.30
H -0.801 3.519 1.728 0.55 0.08 -0.65
O 4.332 0.042 0.229 1.68 -2.81 1.45
H 1.107 6.792 -0.228 -0.02 -0.06 0.03
O 3.698 -2.385 -1.663 -0.79 -1.69 2.81
H -1.314 -2.684 -2.423 -0.25 0.12 0.08
H 1.629 2.711 -3.698 0.07 -0.01 -0.12
H -0.470 -1.017 3.960 0.59 0.32 -0.21
C 0.938 -4.527 -3.346 2.15 2.84 -2.26
Br -0.728 -3.203 2.224 -0.21 0.23 -0.05
H 1.545 4.527 -5.085 0.29 -0.21 -0.72
H -0.299 -0.307 8.607 -0.35 -0.15 -0.07
H 6.073 -2.265 -3.785 -0.71 0.98 -0.18
C -0.239 3.948 2.551 -0.48 -1.02 0.91
H 3.985 3.091 2.769 -0.05 -0.11 0.25
C 1.108 3.332 2.827 1.74 -0.92 -1.23
H -2.757 -3.310 2.065 0.11 -0.27 -0.42
C 0.621 2.906 -3.346 -0.25 -0.62 -0.55
H -4.736 3.454 -4.887 0.10 -0.47 0.10
H -6.250 3.097 -4.032 0.35 -0.54 -0.18
H 2.550 6.622 -4.585 0.47 0.18 -0.07
C -3.714 -4.748 4.426 -0.29 0.18 -0.66
H 2.366 5.633 -3.029 0.35 0.59 -0.26
H 0.301 5.651 -5.099 -0.04 -0.13 -0.22
H -0.865 3.587 3.364 -0.12 0.49 0.49
C 1.239 -0.190 0.269 0.74 1.07 0.92
O -3.915 -2.382 4.279 -0.39 3.52 1.18
N 2.180 4.119 2.556 -0.73 1.60 0.49
C -5.507 2.694 -4.741 -0.12 -0.14 -0.62
H -4.130 1.728 -0.950 0.43 -0.07 -0.05
C 5.626 -3.916 -2.757 0.85 -2.26 1.43
H -1.766 -0.973 -2.441 0.11 0.31 -0.21
H 1.175 6.894 -3.478 -0.06 0.83 0.53
H 4.547 -0.432 -3.978 -0.50 0.47 0.21
H 4.168 0.963 0.414 0.32 0.33 1.05
H 1.299 -0.564 4.215 0.21 -0.50 -0.53
C 0.296 -0.540 4.610 -0.29 0.70 -0.45
H 6.240 -4.069 -1.838 -0.52 0.34 -0.39
H -2.912 -5.292 3.920 0.12 0.10 0.19
O 0.546 -5.111 -4.313 -0.17 -0.13 1.48
H 6.200 -4.421 -3.535 -0.21 0.14 -0.17
H -5.985 2.485 -5.718 0.21 -0.01 0.70
H -0.196 5.036 2.533 -0.15 -0.17 -0.08
N -3.807 -3.541 2.191 -0.85 -1.11 1.30
H -5.656 0.825 -3.861 -0.39 -0.66 -0.09
N -1.028 -0.900 6.734 -0.23 0.25 -0.79
H 3.937 4.753 3.339 0.11 -0.25 0.09
H 4.693 -4.487 -2.594 0.39 0.36 -0.17
H 2.043 5.116 2.414 -0.24 -0.40 0.06
O -0.590 4.937 -2.866 -0.42 0.20 0.47
C -4.755 -2.862 1.273 -0.27 0.95 1.19
H 0.895 -0.349 1.287 -0.02 -0.62 0.08
H -1.318 0.055 6.551 0.19 0.23 -0.27
H 2.007 -0.873 -0.051 0.44 -0.44 0.35
C 3.807 -0.745 -3.224 0.87 1.56 -1.07
O 5.233 -0.477 2.484 -0.85 0.14 -3.35
O 0.899 -2.224 6.276 -1.27 1.66 -0.85
H -1.877 -1.199 8.642 -0.26 0.08 0.13
C -1.471 -1.796 -1.801 0.10 -0.43 -0.11
C -3.894 -3.412 3.782 0.70 -3.20 -2.25
C 0.228 4.315 -3.428 0.10 0.71 -0.23
C -4.482 1.143 -1.797 0.59 0.32 1.45
H 0.335 -2.350 -0.785 -1.06 1.45 -0.45
O -3.017 2.312 -3.304 0.73 0.43 0.14
H -4.153 0.111 -1.684 -0.19 -0.18 -0.09
H -2.339 -1.992 -1.133 0.67 0.04 -0.02
H -4.394 -1.835 1.138 -0.21 -0.37 -0.33
C 0.157 -0.260 -0.704 -0.30 -0.09 -2.23
Br -3.870 -2.095 -4.576 0.05 0.52 0.26
H -0.109 2.411 -4.014 0.37 -0.07 -0.02
C -3.975 1.685 -3.038 0.41 -0.10 -1.16
N 5.398 -2.564 -3.100 -0.15 -0.17 -0.07
C 5.047 -0.791 1.319 -0.22 0.65 1.06
N 0.992 5.159 -4.536 0.43 0.06 1.04
H -0.340 -2.036 8.269 -0.13 -0.09 0.38
H -5.748 -2.820 1.758 0.45 -0.05 -0.34
```
Positions in Å, forces in eV/Å.

=====

Entry 2:
The following is a quantum chemistry calculation of a structure of composition C40H38ClN4O6ReSi, from OMol25.

Properties
**<S²>**: 3.795
**Net charge**: -1
**HOMO energy (alpha / beta)**: -4.41 / -4.50 eV
**LUMO energy (alpha / beta)**: 2.46 / 1.25 eV
**2S+1**: 4
**HOMO-LUMO gap (alpha / beta)**: 6.88 / 5.75 eV

XYZ file:
```
91
Properties=species:S:1:pos:R:3:forces:R:3
C 3.049 2.626 -1.222 0.02 0.00 0.01
H 1.214 1.059 -6.284 0.00 0.01 -0.05
C -5.908 -0.561 3.142 0.03 0.01 0.02
H 5.136 1.901 -3.787 0.01 0.01 -0.02
H 2.201 3.257 -0.994 -0.05 0.01 0.01
C -0.349 3.262 1.557 0.03 0.00 -0.03
C -4.525 -0.388 3.122 0.04 -0.05 -0.17
C -0.106 1.144 -1.429 0.06 -0.06 0.08
O -1.836 -0.378 0.602 0.31 -0.07 -0.38
H -2.662 -2.116 -2.148 -0.03 0.04 -0.03
H -6.418 -0.455 4.089 -0.01 0.00 0.03
C -2.368 -0.322 1.794 0.16 0.04 0.44
H -2.699 1.907 -4.670 -0.04 0.06 0.05
H 1.466 -4.580 -0.350 0.01 0.02 -0.01
H -7.669 -0.999 2.025 -0.02 0.00 0.00
H -1.281 -6.118 0.331 0.00 -0.04 0.03
C -1.173 4.353 1.848 0.09 -0.09 -0.01
N -0.297 -0.053 2.579 -0.23 -0.13 0.05
H 4.162 -2.594 2.729 0.02 -0.01 -0.05
C -0.170 1.486 -2.599 -0.03 -0.03 -0.11
H -3.152 2.050 0.558 -0.04 -0.03 -0.02
C -6.595 -0.865 1.985 -0.05 -0.02 -0.04
C 0.468 0.051 3.632 -0.27 0.33 0.10
C 1.995 -1.557 -0.650 0.16 -0.13 -0.02
N -1.104 2.245 1.013 0.07 0.03 0.14
N 1.496 1.901 1.128 0.01 0.12 -0.02
C -3.831 -0.515 1.901 0.02 0.05 0.19
H -1.907 1.411 -6.169 -0.01 0.01 -0.05
H 1.271 -3.124 -1.916 -0.02 0.11 0.02
C -4.551 -0.822 0.748 0.02 0.01 -0.04
C -2.459 3.977 1.461 -0.02 -0.02 0.00
C -0.670 -4.192 -0.370 -0.01 -0.17 0.11
C 0.662 -4.284 0.326 -0.10 0.07 -0.09
O 1.605 -2.328 2.487 0.01 0.02 -0.01
C 3.758 -1.727 3.237 -0.14 -0.05 -0.14
O -3.927 -0.104 4.290 0.48 0.03 -0.04
H 0.601 -5.039 1.109 0.04 0.05 0.05
H -3.999 -0.919 -0.175 0.02 -0.01 -0.04
C 4.003 0.200 4.692 0.12 -0.05 -0.08
C 3.523 1.727 -0.275 0.00 -0.01 0.00
C 0.061 3.632 -4.758 -0.05 -0.17 -0.02
C 2.935 1.660 1.114 0.10 0.05 0.12
C -2.385 -3.017 -1.620 0.14 -0.02 0.05
H 5.600 -1.137 4.080 0.03 0.01 -0.01
O 1.595 -0.614 0.155 -0.40 -0.32 0.00
H -0.718 4.248 -4.309 -0.05 0.01 0.04
H 4.638 0.817 5.313 0.01 -0.01 0.02
H -0.014 0.437 4.534 -0.09 -0.11 0.00
H 1.735 3.763 1.996 -0.02 -0.01 0.01
C -3.274 -4.062 -1.461 0.00 -0.05 0.03
O 3.130 -1.983 -0.651 0.05 0.00 -0.11
C 4.543 -0.916 3.986 -0.04 0.12 0.17
H -4.275 -4.010 -1.863 -0.02 -0.01 0.00
C -1.094 -3.080 -1.096 -0.33 -0.12 -0.11
C 2.327 -1.503 3.065 0.16 0.03 -0.04
C -1.577 -5.244 -0.233 0.00 0.00 -0.03
N -1.663 -0.098 2.866 -0.42 -0.12 -0.06
H 1.020 3.979 -4.376 0.07 -0.02 0.04
H 0.941 -3.341 0.799 -0.01 -0.16 0.04
H 4.914 0.146 0.107 0.00 -0.03 0.04
C -2.847 -5.183 -0.771 -0.01 0.07 -0.03
C 5.164 0.955 -1.860 0.01 -0.01 -0.03
H 0.046 3.799 -5.838 0.00 0.03 -0.02
Cl -3.934 -6.533 -0.560 -0.03 -0.03 0.00
H -3.359 4.562 1.535 -0.04 0.03 0.01
C -1.894 1.301 -5.082 0.15 0.03 0.01
C 4.581 0.888 -0.606 -0.05 -0.03 0.01
C 1.007 -2.092 -1.684 0.17 0.08 -0.10
H -6.457 -1.246 -0.128 -0.02 -0.01 -0.04
H 0.874 -0.273 -5.177 -0.02 -0.07 0.01
C 1.119 0.788 -5.231 -0.16 0.07 0.03
C -2.370 2.678 0.953 0.00 -0.04 0.02
C 1.833 -0.282 3.692 0.36 0.03 0.11
H 5.970 0.279 -2.112 0.02 -0.01 -0.01
C 2.675 0.468 4.556 -0.11 0.02 -0.12
C -5.920 -1.002 0.777 -0.02 0.01 0.00
H 2.086 0.928 -4.750 0.07 0.06 0.07
O -0.347 -1.964 -1.303 0.13 0.35 0.14
H 2.241 1.320 5.071 -0.02 0.01 0.06
H -2.106 0.259 -4.844 0.00 -0.07 0.02
Re -0.003 0.531 0.532 -0.08 0.35 0.03
H -2.949 -0.047 4.120 -0.24 0.00 -0.03
C 4.692 1.860 -2.801 0.01 -0.01 -0.02
H 3.242 3.387 -3.212 -0.01 0.03 -0.04
C 1.041 3.023 1.602 -0.03 -0.07 -0.12
Si -0.221 1.808 -4.393 0.07 0.04 -0.05
H -0.862 5.290 2.278 0.02 0.05 0.02
C 3.631 2.692 -2.479 -0.01 0.00 -0.01
H 3.123 0.680 1.552 0.05 0.05 -0.04
H 3.413 2.414 1.752 -0.03 -0.09 -0.01
H 1.141 -1.483 -2.586 0.02 -0.04 0.07
```
Positions in Å, forces in eV/Å.

=====

Entry 3:
The following is a quantum chemistry calculation of a structure of composition C21H28Cl3LaO4 at a distorted geometry, from OMol25.

Properties
**Net charge**: 0
**HOMO energy**: -7.63 eV
**LUMO energy**: 0.04 eV
**HOMO-LUMO gap**: 7.67 eV
**Energy relative to the best compared isomer or geometry (same formula, charge and spin)**: 24.61 kcal/mol

XYZ file:
```
57
Properties=species:S:1:pos:R:3:forces:R:3
O 1.070 -0.645 -1.101 -0.14 -0.20 1.49
H -3.437 0.675 3.002 0.19 -0.26 -0.30
H -2.196 1.822 -5.350 -0.05 -0.11 0.62
C 1.003 1.059 -3.863 0.83 -1.39 1.08
H -2.631 -3.419 1.738 0.22 0.23 -0.13
H 1.197 0.065 -4.276 0.32 0.09 0.46
Cl -0.585 -3.255 5.203 0.25 -0.35 -0.29
C -1.994 1.318 -4.381 -0.30 0.45 -0.32
H 1.892 1.565 -3.457 -0.30 -0.68 0.35
H 2.810 2.202 -0.670 -0.18 -0.29 -0.28
H 2.704 -0.012 2.431 -0.19 0.00 0.07
C 1.718 0.252 2.798 -0.55 0.28 0.42
H -2.022 3.224 -2.478 0.61 -0.07 -0.05
H 4.353 -0.014 -1.295 -0.52 -0.05 0.04
C 1.173 0.734 -0.781 0.29 2.88 -2.36
C -3.492 -0.266 0.947 -0.13 -0.27 0.55
H 0.902 2.889 -4.990 -0.30 0.16 0.01
C -1.064 3.281 -3.031 -0.22 0.19 -0.12
Cl 2.074 -4.386 5.002 -0.44 -0.01 -0.44
H 2.668 -1.640 -0.339 0.45 0.25 -0.82
C 0.740 -3.489 2.718 -0.39 0.88 -1.17
H -0.259 3.635 -2.366 -0.23 -0.43 -0.14
C -0.207 0.240 4.071 0.46 -0.01 -0.22
H -3.399 -2.012 -0.463 0.19 0.11 0.27
C 1.029 1.484 2.568 -0.47 0.00 0.06
H 1.407 2.362 2.023 -0.26 -0.62 0.11
Cl -0.227 -5.813 3.869 0.23 0.31 -0.06
O 0.006 -2.441 2.384 1.09 -3.36 0.86
La -0.801 -0.583 1.311 2.46 0.49 1.37
C -2.832 -1.478 2.810 -0.93 0.14 -0.49
C -3.257 -0.189 2.361 -0.36 -0.57 -0.35
O 1.595 -4.005 2.024 -0.41 0.26 0.48
C -3.229 -1.612 0.536 -0.15 0.18 0.49
H 3.243 0.517 -2.580 -0.13 -0.37 1.48
H -2.658 -1.773 3.844 0.18 0.17 -0.46
C 0.337 1.977 -4.815 -0.01 -0.10 0.60
H -1.192 4.088 -3.768 -0.05 -0.33 -0.01
H -0.886 2.312 3.437 0.52 -0.68 -0.08
H 2.323 -1.822 -2.110 0.67 0.11 0.00
H -0.933 -0.025 4.846 0.28 0.05 -0.46
H 0.395 1.200 -0.124 0.50 -0.74 -0.06
H 0.950 1.172 -1.803 0.55 0.26 3.03
C 2.617 1.135 -0.506 -0.49 -0.76 1.30
H -3.880 0.547 0.324 0.23 -0.39 0.22
C -2.809 -2.351 1.685 -1.08 0.52 0.05
H 0.123 1.455 -5.741 -0.46 0.35 -0.17
H 2.809 0.960 0.586 0.59 -0.19 -1.12
C -0.175 1.471 3.341 0.13 0.07 -0.39
H -2.898 1.413 -3.747 0.50 -0.46 -0.29
C -0.760 1.953 -3.740 -2.14 0.81 -0.52
H -1.715 0.284 -4.640 -0.48 0.23 0.32
O -0.136 0.963 -2.835 0.10 1.39 -4.86
H 1.331 -1.363 4.292 -0.24 0.02 -0.42
C 0.514 -4.222 4.142 -0.42 1.11 -0.11
C 0.974 -0.493 3.752 -0.10 1.42 0.25
C 3.280 0.161 -1.501 0.99 -0.25 -0.40
C 2.439 -1.108 -1.292 -0.71 -0.46 0.84
```
Positions in Å, forces in eV/Å.